# 1
{"formula": "C36H37FGe2MnN5O3S2", "method": "ωB97M-V with the def2-TZVPD basis set", "species": ["Mn", "S", "C", "C", "N", "C", "S", "C", "N", "F", "C", "C", "C", "C", "O", "C", "C", "N", "C", "C", "C", "C", "C", "C", "N", "C", "C", "N", "C", "C", "C", "O", "O", "H", "H", "H", "H", "H", "H", "H", "H", "H", "H", "H", "H", "H", "H", "H", "H", "H", "H", "C", "Ge", "C", "C", "Ge", "C", "C", "C", "C", "C", "C", "C", "C", "C", "C", "C", "C", "H", "H", "H", "H", "H", "H", "H", "H", "H", "H", "H", "H", "H", "H", "H", "H", "H", "H", "H"], "xyz": [[-1.8270, 0.0256, 0.6946], [-1.7018, 1.1985, -1.3754], [-2.1773, 2.7992, -0.8923], [-1.9975, 3.7790, -1.8839], [-1.7919, 4.5403, -2.7171], [-2.6791, 3.0855, 0.3526], [-2.8578, 1.8639, 1.5766], [-3.0742, 4.3791, 0.7431], [-3.3861, 5.4133, 1.1291], [3.7116, 3.8801, 0.9994], [3.6692, 2.5506, 0.7575], [2.4659, 1.9013, 0.9084], [2.3612, 0.5265, 0.6860], [1.0685, -0.1350, 0.7965], [0.0423, 0.5253, 1.1303], [1.0802, -1.5330, 0.5016], [2.2486, -2.1729, 0.2097], [3.4445, -1.5474, 0.0969], [4.6040, -2.3056, -0.2847], [5.1777, -2.1254, -1.6663], [4.4748, -3.3942, -1.3060], [3.5204, -0.1901, 0.3149], [4.7257, 0.4984, 0.1616], [4.8300, 1.8725, 0.3727], [6.0748, 2.4897, 0.1466], [7.2627, 1.9561, 0.7773], [8.3993, 1.9715, -0.2696], [8.0483, 2.9988, -1.2862], [7.5631, 4.2328, -0.6204], [6.1750, 3.9273, -0.0287], [-0.1882, -2.3698, 0.4654], [-0.1034, -3.5804, 0.4018], [-1.2823, -1.7053, 0.4874], [1.5903, 2.4555, 1.2066], [2.2272, -3.2418, 0.0588], [5.2978, -2.4650, 0.5374], [6.2502, -2.1464, -1.7902], [4.6725, -1.4448, -2.3349], [5.0660, -4.2838, -1.1610], [3.5104, -3.5791, -1.7501], [5.6014, -0.0437, -0.1512], [7.0857, 0.9429, 1.1327], [7.5470, 2.5599, 1.6507], [8.5029, 1.0072, -0.7698], [9.3526, 2.2254, 0.1971], [7.2613, 2.6304, -1.8393], [8.8392, 3.1878, -1.9079], [7.5018, 5.0501, -1.3385], [8.2814, 4.5044, 0.1542], [5.3920, 4.2399, -0.7209], [6.0565, 4.4868, 0.9076], [-6.3073, -2.3821, 2.9745], [-5.0264, -0.9122, 2.5137], [-3.3143, -1.1844, 3.5087], [-5.8289, 0.8484, 3.0113], [-4.0877, -0.8217, 0.1584], [-3.7887, -2.6720, -0.4954], [-3.5009, -2.9517, -1.8273], [-3.1341, -4.2295, -2.2123], [-3.0495, -5.2450, -1.2737], [-3.3545, -4.9843, 0.0519], [-3.7103, -3.7056, 0.4327], [-5.3270, 0.0362, -1.1553], [-4.8839, 0.3952, -2.4231], [-5.7620, 0.8951, -3.3669], [-7.1009, 1.0430, -3.0498], [-7.5535, 0.7029, -1.7862], [-6.6718, 0.2050, -0.8427], [-6.3959, -2.4041, 4.0575], [-5.9702, -3.3542, 2.6334], [-7.2863, -2.1881, 2.5493], [-3.4202, -0.9832, 4.5707], [-2.5575, -0.4909, 3.1017], [-2.9422, -2.2002, 3.3914], [-6.7069, 0.6951, 3.6333], [-6.1174, 1.4115, 2.1276], [-5.1037, 1.4423, 3.5598], [-3.5521, -2.1604, -2.5655], [-2.8817, -4.4328, -3.2445], [-2.7248, -6.2318, -1.5716], [-3.2877, -5.7716, 0.7889], [-3.9224, -3.4979, 1.4746], [-3.8336, 0.3023, -2.6726], [-5.4002, 1.1781, -4.3445], [-7.7878, 1.4346, -3.7843], [-8.5951, 0.8330, -1.5322], [-7.0279, -0.0610, 0.1459]], "forces_ev_per_angstrom": [[0.69, 1.09, 0.16], [-0.02, 0.31, -0.44], [-0.07, -1.24, 0.69], [-0.03, 0.57, -0.37], [0.05, 0.29, -0.25], [0.41, -1.41, -0.19], [-0.55, 0.70, 0.30], [-0.17, 0.48, 0.05], [-0.09, 0.35, 0.05], [0.08, -0.16, 0.00], [-0.51, -0.02, 0.12], [0.37, 0.08, -0.12], [0.30, 0.07, -0.03], [-0.37, -0.09, 0.07], [1.54, 0.03, 0.12], [-0.36, 0.01, -0.02], [0.02, 0.48, 0.13], [-0.61, -0.45, -0.16], [0.50, -0.17, -0.01], [0.04, 0.06, -0.03], [0.00, -0.01, 0.04], [-0.18, 0.59, 0.21], [0.02, 0.31, 0.10], [-0.22, -0.66, -0.11], [0.01, 0.07, -0.02], [0.16, -0.05, 0.12], [0.03, -0.60, 0.65], [0.13, -0.02, -0.53], [-0.31, 0.62, 0.31], [-0.21, 0.14, 0.00], [0.65, -0.57, 0.13], [0.16, 0.20, -0.04], [-0.13, -1.20, -0.01], [-0.13, 0.08, 0.02], [0.01, -0.04, -0.06], [-0.05, -0.01, -0.12], [0.09, -0.02, 0.10], [-0.15, 0.05, 0.01], [0.05, -0.05, 0.09], [-0.12, 0.06, -0.04], [0.10, -0.07, -0.09], [0.08, 0.08, -0.06], [-0.02, -0.05, -0.05], [-0.04, 0.15, -0.08], [-0.05, 0.11, -0.22], [0.28, 0.04, 0.05], [-0.16, -0.05, 0.06], [0.11, -0.13, -0.02], [0.05, -0.10, -0.13], [0.07, 0.08, 0.09], [0.02, -0.01, -0.15], [0.48, 0.51, -0.34], [0.25, 0.08, 0.27], [-0.21, 0.23, -0.33], [0.27, -0.48, -0.26], [-2.79, -0.54, -0.54], [0.36, 0.52, 0.08], [-0.06, 0.26, -0.04], [0.08, -0.08, -0.14], [0.03, 0.00, 0.01], [-0.03, -0.13, -0.03], [-0.14, 0.25, 0.22], [0.74, -0.09, 0.45], [0.22, -0.04, -0.04], [-0.02, 0.01, -0.06], [-0.07, 0.06, -0.01], [-0.15, 0.02, -0.02], [0.19, -0.14, 0.26], [0.01, 0.05, 0.14], [0.10, -0.10, -0.07], [-0.12, 0.07, -0.07], [-0.05, 0.09, 0.13], [-0.18, -0.21, 0.30], [0.02, -0.06, -0.10], [-0.08, -0.10, 0.05], [-0.04, 0.03, -0.08], [0.07, 0.01, 0.05], [0.01, -0.02, -0.06], [-0.05, 0.01, -0.05], [-0.03, -0.06, -0.02], [-0.01, -0.04, 0.05], [0.08, -0.06, 0.07], [-0.08, 0.01, -0.05], [0.03, 0.01, -0.08], [-0.09, 0.05, -0.05], [-0.09, 0.00, 0.02], [-0.11, 0.02, 0.02]], "multiplicity": 6, "gap_ha": [0.2171, 0.1906], "energy_ev": -220258.294, "e_homo_ha": [-0.34609, -0.34187], "charge": 1, "lumo_ev": [-3.51, -4.12]}

---

# 2
{"formula": "C36H37HgNP2S", "method": "ωB97M-V with the def2-TZVPD basis set", "species": ["Hg", "C", "C", "C", "C", "C", "C", "C", "C", "C", "H", "H", "H", "H", "H", "H", "H", "H", "H", "H", "H", "H", "H", "H", "H", "P", "P", "C", "C", "C", "C", "C", "C", "C", "C", "C", "C", "C", "C", "C", "C", "C", "C", "C", "C", "C", "C", "C", "C", "C", "C", "C", "C", "H", "H", "H", "H", "H", "H", "H", "H", "H", "H", "H", "H", "H", "H", "H", "H", "H", "H", "H", "H", "H", "H", "S", "C", "N"], "xyz": [[-4.2895, -5.6258, -1.1340], [1.6786, 0.1832, -1.0787], [1.1953, -1.0410, -1.2950], [1.9021, -2.3230, -0.9315], [1.5206, -2.9381, 0.4517], [1.3556, -1.9516, 1.5723], [2.0838, -0.8438, 1.7532], [3.2719, -0.4355, 0.9281], [2.9448, 0.4661, -0.2886], [-3.3604, -3.8007, -0.3510], [1.1893, 1.0708, -1.5096], [0.2456, -1.2021, -1.8320], [2.9879, -2.1931, -0.9309], [1.6545, -3.0798, -1.6966], [0.5248, -3.4078, 0.3252], [2.2606, -3.7258, 0.7314], [0.5313, -2.1672, 2.2603], [1.8257, -0.1655, 2.5757], [3.8478, -1.3293, 0.6288], [3.9263, 0.1390, 1.6117], [2.9478, 1.5162, 0.0445], [3.7981, 0.3485, -0.9741], [-3.1826, -2.8741, -0.9460], [-2.3571, -4.2256, -0.1370], [-3.8211, -3.5054, 0.6229], [-3.6284, -7.5929, -2.6440], [-4.1979, -8.2610, 0.4982], [-2.6411, -8.7600, -1.7110], [-2.9087, -9.1214, -0.4369], [-4.0947, -8.7064, -4.0714], [-3.2839, -9.7566, -4.5312], [-3.6143, -10.4818, -5.6773], [-4.7836, -10.1949, -6.3758], [-5.6387, -9.1919, -5.9014], [-5.3083, -8.4683, -4.7525], [-2.1953, -6.6859, -3.3562], [-1.3055, -6.0514, -2.4692], [-0.5546, -4.9540, -2.9094], [-0.5503, -4.6239, -4.2713], [-1.3205, -5.3757, -5.1657], [-2.1883, -6.3738, -4.7179], [-4.9087, -9.8432, 1.2261], [-5.4791, -10.7776, 0.3370], [-5.9262, -12.0187, 0.7976], [-5.8040, -12.3515, 2.1517], [-5.2274, -11.4391, 3.0367], [-4.7871, -10.1920, 2.5788], [-3.1750, -7.6816, 1.9159], [-3.8320, -6.8142, 2.8121], [-3.1423, -6.3004, 3.9111], [-1.8127, -6.6754, 4.1416], [-1.1853, -7.5825, 3.2826], [-1.8582, -8.0875, 2.1655], [-1.7920, -9.2046, -2.2449], [-2.3865, -9.9577, 0.0645], [-2.3756, -10.0242, -3.9958], [-2.9481, -11.2747, -6.0266], [-5.0335, -10.7511, -7.2755], [-6.5620, -8.9757, -6.4403], [-5.9930, -7.6998, -4.3827], [-1.2980, -6.3755, -1.4247], [-0.0211, -4.3311, -2.1925], [0.0575, -3.7867, -4.6268], [-1.2764, -5.1622, -6.2288], [-2.8848, -6.8783, -5.3951], [-5.5396, -10.5425, -0.7287], [-6.3717, -12.7293, 0.0977], [-6.1457, -13.3200, 2.5070], [-5.1141, -11.6972, 4.0933], [-4.3171, -9.5065, 3.2863], [-4.8815, -6.5439, 2.6488], [-3.6462, -5.6209, 4.6038], [-1.2719, -6.2801, 5.0073], [-0.1531, -7.8789, 3.4542], [-1.3562, -8.7814, 1.4895], [0.0547, 1.8468, 1.3606], [0.5644, 3.3220, 0.9398], [0.9867, 4.3786, 0.5783]], "forces_ev_per_angstrom": [[0.58, 0.84, 0.09], [0.05, 0.05, 0.05], [-0.13, -0.14, -0.42], [0.07, -0.39, 0.57], [-0.30, -0.15, -0.35], [0.25, 0.57, 0.33], [-0.41, -0.40, 0.45], [0.12, 0.01, 0.44], [0.30, 0.17, -0.27], [0.38, 0.13, 1.01], [0.04, -0.55, 0.47], [0.40, 0.41, 0.17], [-0.20, 0.04, -0.33], [0.30, 0.20, 0.14], [0.42, -0.18, 0.08], [-0.53, 0.29, -0.27], [0.25, 0.20, -0.14], [-0.01, -0.32, -0.39], [-0.25, 0.38, 0.08], [-0.13, -0.21, -0.47], [-0.22, -0.39, -0.20], [-0.06, 0.24, -0.01], [-0.68, -1.09, -0.13], [-0.55, 0.21, -0.02], [0.23, -0.41, -0.88], [1.52, -0.94, -1.67], [0.17, -1.09, 1.34], [0.06, -0.95, 1.78], [0.29, 0.10, -1.19], [-1.19, 0.09, -0.23], [0.19, 0.15, 0.18], [-0.01, 0.09, 0.15], [-0.15, 0.39, 0.31], [0.19, -0.18, -0.02], [0.33, 0.08, 0.11], [-0.32, 0.45, -0.23], [-0.46, 0.42, -0.28], [-0.16, -0.34, -0.11], [-0.15, -0.30, 0.14], [0.11, 0.04, -0.06], [0.15, 0.32, 0.33], [-0.18, -0.22, -0.11], [0.09, 0.11, 0.28], [0.06, 0.18, 0.09], [0.13, 0.34, -0.18], [-0.08, 0.03, -0.17], [0.02, 0.02, -0.08], [-0.49, 0.21, 0.20], [0.50, 0.01, -0.07], [0.03, -0.15, 0.11], [-0.13, -0.17, -0.07], [-0.12, 0.15, -0.18], [-0.18, 0.35, 0.16], [-0.41, 0.11, 0.15], [-0.12, 0.60, -0.40], [-0.14, 0.11, -0.23], [-0.22, 0.28, 0.18], [0.02, 0.11, 0.16], [0.23, -0.03, 0.23], [0.22, -0.19, -0.18], [0.09, 0.30, -0.17], [0.12, -0.32, -0.17], [-0.27, -0.32, 0.12], [-0.01, 0.09, 0.11], [0.37, 0.26, 0.15], [-0.08, -0.06, 0.26], [0.17, 0.23, 0.21], [0.05, 0.17, -0.05], [-0.04, 0.11, -0.39], [-0.18, -0.16, -0.22], [0.40, -0.03, 0.00], [0.20, -0.22, -0.27], [-0.22, -0.12, -0.38], [-0.20, 0.05, 0.05], [-0.07, 0.28, 0.29], [-0.64, -1.37, 0.55], [1.58, 3.72, -1.40], [-0.99, -2.32, 0.87]], "gap_ha": 0.1052, "energy_ev": -73004.277, "e_homo_ha": -0.18329, "charge": 0, "lumo_ev": -2.13}

---

# 3
{"formula": "C36H37NNiO5P2STe", "method": "ωB97M-V with the def2-TZVPD basis set", "species": ["Ni", "O", "C", "O", "C", "C", "C", "C", "C", "O", "C", "C", "O", "O", "H", "H", "H", "H", "H", "H", "H", "H", "C", "S", "C", "C", "C", "N", "P", "C", "C", "C", "C", "C", "C", "C", "C", "C", "C", "C", "C", "P", "C", "C", "C", "C", "C", "C", "C", "C", "C", "C", "C", "C", "H", "H", "H", "H", "H", "H", "H", "H", "H", "H", "H", "H", "H", "H", "H", "H", "H", "H", "H", "H", "H", "H", "H", "H", "H", "H", "H", "H", "H", "Te"], "xyz": [[0.3242, -0.3713, 0.0165], [1.6883, -0.2886, 3.4901], [1.0488, 0.4182, 2.7431], [1.3619, 0.6435, 1.4759], [-0.1876, 1.1571, 3.2806], [-0.6951, 2.3240, 2.4047], [-1.6414, 3.2067, 3.2401], [-2.8869, 2.2925, 3.3426], [-2.4351, 1.0870, 2.4883], [-1.6046, 1.6967, 1.5111], [-1.4480, 0.2355, 3.3069], [-1.3204, -1.1918, 2.6606], [-1.7985, -2.1035, 3.3484], [-0.8012, -1.3019, 1.5108], [0.0782, 1.4932, 4.2822], [0.0746, 2.8644, 1.8596], [-1.2130, 3.4742, 4.2071], [-1.8681, 4.1265, 2.6977], [-3.1054, 1.9858, 4.3658], [-3.7778, 2.7672, 2.9270], [-3.2343, 0.5240, 2.0110], [-1.8162, 0.0776, 4.3181], [-2.7873, 1.3795, -6.6439], [-4.1261, 0.2777, -6.1171], [-3.3449, -0.4346, -4.6324], [-3.3505, 0.4942, -3.4304], [-2.5127, -0.0660, -2.2729], [-1.0574, -0.0569, -2.5354], [-0.2570, 1.2363, -1.6117], [-1.1576, 2.7149, -2.2487], [-1.0171, 3.2229, -3.5471], [-1.6582, 4.3863, -3.9323], [-2.4508, 5.0902, -3.0315], [-2.5871, 4.6075, -1.7359], [-1.9475, 3.4400, -1.3516], [1.3118, 1.4858, -2.5241], [2.3259, 2.0832, -1.7691], [3.5398, 2.4222, -2.3399], [3.7695, 2.1572, -3.6846], [2.7746, 1.5548, -4.4429], [1.5543, 1.2305, -3.8725], [-0.1782, -1.4563, -1.8430], [0.9782, -1.8789, -3.1703], [2.2092, -2.4521, -2.8226], [3.0509, -2.9810, -3.7816], [2.6786, -2.9740, -5.1335], [1.4693, -2.3965, -5.4970], [0.6371, -1.8405, -4.5375], [-1.3090, -2.8681, -1.9718], [-1.8428, -3.4196, -3.1625], [-2.4536, -4.6624, -3.1518], [-2.5781, -5.3885, -1.9720], [-2.0877, -4.8368, -0.7784], [-1.4651, -3.6061, -0.7771], [-3.1057, 1.8399, -7.5777], [-1.8814, 0.7969, -6.8078], [-2.6130, 2.1467, -5.8930], [-2.3245, -0.6952, -4.9078], [-3.8930, -1.3553, -4.4285], [-4.3805, 0.6369, -3.0890], [-2.9573, 1.4690, -3.7151], [-2.8236, -1.0962, -2.0849], [-2.7538, 0.5042, -1.3632], [-0.3888, 2.6964, -4.2520], [-1.5466, 4.7521, -4.9476], [-2.9432, 6.0067, -3.3325], [-3.2006, 5.1512, -1.0257], [-2.0541, 3.0566, -0.3431], [2.1497, 2.2616, -0.7138], [4.3172, 2.8762, -1.7374], [4.7228, 2.4082, -4.1353], [2.9535, 1.3238, -5.4873], [0.7949, 0.7368, -4.4643], [2.4997, -2.4792, -1.7775], [4.0018, -3.4119, -3.4878], [3.3278, -3.4127, -5.8832], [1.1760, -2.3727, -6.5426], [-0.2806, -1.3493, -4.8325], [-1.7731, -2.8786, -4.0965], [-2.8413, -5.0738, -4.0792], [-3.0504, -6.3647, -1.9719], [-2.1918, -5.3871, 0.1502], [-1.0933, -3.1771, 0.1485], [2.7774, -0.7167, 0.6329]], "forces_ev_per_angstrom": [[-0.54, -0.38, -0.10], [-0.13, 0.17, -0.08], [-0.03, 0.07, 0.63], [0.23, 0.24, 0.75], [0.11, -0.07, -0.73], [0.05, 0.01, 0.31], [0.06, 0.00, 0.01], [-0.02, -0.08, 0.01], [-0.05, 0.05, 0.37], [-0.03, 0.14, -0.40], [0.03, -0.38, -0.41], [0.10, 0.04, 0.30], [-0.09, 0.03, -0.12], [-0.18, 0.24, 0.36], [0.00, -0.04, 0.02], [0.00, -0.09, -0.11], [-0.02, 0.00, 0.03], [0.01, -0.01, 0.01], [-0.04, 0.03, 0.01], [0.04, 0.01, -0.02], [0.05, -0.01, -0.04], [0.06, -0.02, 0.02], [-0.25, -0.21, 0.13], [0.10, -0.02, 0.02], [-0.16, 0.23, -0.22], [0.21, -0.16, 0.10], [-0.12, 0.20, -0.05], [-0.13, 0.54, -0.11], [0.03, -0.83, -0.60], [-0.09, 0.60, -0.07], [0.02, -0.19, 0.22], [-0.11, 0.14, -0.13], [0.09, -0.17, 0.15], [-0.18, 0.27, -0.17], [0.13, -0.40, 0.02], [0.17, 0.43, -0.02], [-0.19, -0.05, 0.03], [0.09, 0.05, -0.16], [-0.04, 0.03, 0.08], [0.07, -0.03, -0.13], [-0.14, -0.10, 0.14], [-0.26, -0.93, -0.90], [-0.12, 0.29, 0.45], [0.29, -0.03, -0.04], [-0.04, 0.03, 0.13], [0.00, -0.01, -0.19], [0.12, -0.04, 0.00], [-0.15, -0.09, 0.01], [0.15, 0.36, 0.25], [0.00, 0.10, -0.10], [0.00, -0.12, 0.07], [-0.02, -0.06, -0.07], [0.03, 0.01, -0.01], [-0.13, -0.06, 0.07], [0.07, 0.05, -0.01], [0.05, 0.07, -0.02], [0.09, 0.07, -0.02], [0.05, -0.10, 0.05], [0.08, -0.04, 0.05], [0.01, 0.03, -0.01], [-0.05, 0.08, -0.02], [0.00, 0.03, 0.08], [0.00, -0.08, 0.01], [-0.01, 0.02, -0.06], [0.04, -0.01, 0.01], [-0.02, 0.00, -0.01], [0.02, -0.04, 0.03], [-0.01, 0.03, 0.06], [0.07, -0.03, 0.01], [-0.02, -0.03, 0.04], [0.00, -0.02, 0.00], [0.00, -0.02, 0.02], [-0.02, 0.01, -0.01], [-0.06, -0.02, 0.00], [-0.01, 0.01, 0.04], [-0.01, 0.02, -0.01], [-0.01, 0.01, 0.01], [-0.03, 0.02, -0.06], [0.02, 0.00, 0.00], [0.00, 0.02, -0.01], [-0.02, 0.02, -0.02], [0.00, 0.06, 0.03], [0.00, -0.04, 0.02], [0.82, 0.12, 0.08]], "multiplicity": 3, "gap_ha": [0.0861, 0.1911], "energy_ev": -127410.313, "e_homo_ha": [0.05677, -0.04846], "charge": -2, "lumo_ev": [3.89, 3.88]}